(i)
This record from OMol25 describes a 9-piece molecular cluster, C33H54O27 overall. The level of theory is ωB97M-V with the def2-TZVPD basis set.

Each atom is followed by the atoms it is bonded to, with distances in Å.
Element x y z (Å)
1 C -18.680 -1.384 1.010  C2 1.546, H8 1.076, H9 1.078, H10 1.048
2 C -17.882 -2.362 0.119  C1 1.546, C3 1.518, O7 1.417, H11 1.097
3 C -16.382 -2.364 0.352  C2 1.518, O4 1.387, H12 1.142, H13 1.114
4 O -16.115 -3.724 0.313  C3 1.387, C5 1.236
5 C -17.148 -4.401 0.260  O4 1.236, O6 1.235, O7 1.284
6 O -17.060 -5.624 0.410  C5 1.235
7 O -18.242 -3.728 0.233  C2 1.417, C5 1.284
8 H -18.884 -1.709 2.016  C1 1.076
9 H -19.646 -1.210 0.565  C1 1.078
10 H -18.247 -0.431 1.019  C1 1.048
11 H -17.991 -2.083 -0.936  C2 1.097
12 H -16.021 -1.888 1.325  C3 1.142
13 H -15.881 -1.825 -0.485  C3 1.114
14 C -18.248 -11.350 -3.867  C15 1.514, H21 1.110, H22 1.082, H23 1.091
15 C -17.251 -11.219 -4.998  C14 1.514, C16 1.470, O20 1.406, H24 1.032
16 C -17.488 -12.260 -6.008  C15 1.470, O17 1.395, H25 1.040, H26 1.101
17 O -17.494 -11.554 -7.211  C16 1.395, C18 1.219
18 C -17.535 -10.347 -7.037  O17 1.219, O19 1.213, O20 1.289
19 O -17.658 -9.493 -7.888  C18 1.213
20 O -17.355 -10.064 -5.792  C15 1.406, C18 1.289
21 H -18.175 -12.347 -3.385  C14 1.110
22 H -19.241 -11.368 -4.296  C14 1.082
23 H -18.207 -10.510 -3.172  C14 1.091
24 H -16.326 -11.342 -4.558  C15 1.032
25 H -18.270 -12.913 -5.798  C16 1.040
26 H -16.555 -12.843 -5.964  C16 1.101
27 C -16.655 -8.015 2.336  C28 1.536, H34 1.070, H35 1.127, H36 1.078
28 C -17.702 -8.600 1.377  C27 1.536, C29 1.510, O33 1.367, H37 1.102
29 C -17.446 -10.083 1.249  C28 1.510, O30 1.404, H38 1.099, H39 1.100
30 O -18.426 -10.730 2.019  C29 1.404, C31 1.369
31 C -19.347 -9.753 2.288  O30 1.369, O32 1.250, O33 1.305
32 O -20.504 -10.052 2.655  C31 1.250
33 O -18.985 -8.580 1.848  C28 1.367, C31 1.305
34 H -17.053 -7.089 2.693  C27 1.070
35 H -15.885 -7.398 1.792  C27 1.127
36 H -16.172 -8.645 3.067  C27 1.078
37 H -17.678 -8.151 0.370  C28 1.102
38 H -16.432 -10.276 1.625  C29 1.099
39 H -17.674 -10.528 0.269  C29 1.100
40 C -20.964 -5.959 -0.129  C41 1.577, H47 1.066, H48 1.083, H49 1.047
41 C -20.881 -6.864 -1.418  C40 1.577, C42 1.528, O46 1.455, H50 1.084
42 C -19.429 -6.946 -1.885  C41 1.528, O43 1.440, H51 1.136, H52 1.062
43 O -19.252 -8.371 -1.991  C42 1.440, C44 1.309
44 C -20.299 -9.040 -1.579  O43 1.309, O45 1.265, O46 1.278
45 O -20.323 -10.305 -1.576  C44 1.265
46 O -21.232 -8.258 -1.193  C41 1.455, C44 1.278
47 H -20.100 -5.357 0.039  C40 1.066
48 H -20.762 -6.591 0.727  C40 1.083
49 H -21.872 -5.517 0.145  C40 1.047
50 H -21.562 -6.529 -2.191  C41 1.084
51 H -18.658 -6.460 -1.207  C42 1.136
52 H -19.396 -6.520 -2.857  C42 1.062
53 C -19.708 -3.569 -2.814  C54 1.522, H60 1.059, H61 1.092, H62 1.097
54 C -20.542 -2.388 -2.337  C53 1.522, C55 1.543, O59 1.418, H63 1.082
55 C -21.656 -1.955 -3.314  C54 1.543, O56 1.414, H64 1.062, H65 1.112
56 O -22.615 -1.408 -2.430  C55 1.414, C57 1.336
57 C -22.531 -2.080 -1.279  O56 1.336, O58 1.240, O59 1.381
58 O -23.328 -1.927 -0.341  C57 1.240
59 O -21.344 -2.787 -1.239  C54 1.418, C57 1.381
60 H -19.026 -3.947 -2.098  C53 1.059
61 H -19.022 -3.172 -3.566  C53 1.092
62 H -20.426 -4.293 -3.218  C53 1.097
63 H -19.957 -1.478 -2.300  C54 1.082
64 H -22.109 -2.657 -3.969  C55 1.062
65 H -21.261 -1.143 -3.963  C55 1.112
66 C -13.538 -3.896 -4.533  C67 1.478, H73 1.113, H74 1.152, H75 1.054
67 C -14.362 -3.915 -3.307  C66 1.478, C68 1.565, O72 1.430, H76 1.134
68 C -15.748 -3.217 -3.504  C67 1.565, O69 1.401, H77 1.117, H78 1.116
69 O -16.793 -4.084 -3.157  C68 1.401, C70 1.253
70 C -16.268 -5.220 -3.227  O69 1.253, O71 1.216, O72 1.293
71 O -16.917 -6.226 -3.441  C70 1.216
72 O -14.979 -5.192 -3.123  C67 1.430, C70 1.293
73 H -12.581 -4.421 -4.320  C66 1.113
74 H -13.345 -2.792 -4.800  C66 1.152
75 H -14.074 -4.365 -5.310  C66 1.054
76 H -13.895 -3.594 -2.325  C67 1.134
77 H -15.904 -2.699 -4.481  C68 1.117
78 H -15.933 -2.480 -2.688  C68 1.116
79 C -15.989 -9.150 -2.296  O80 1.403, H85 1.012, H86 1.090, H87 1.077
80 O -15.857 -10.228 -1.408  C79 1.403, C81 1.297
81 C -14.699 -10.371 -0.841  O80 1.297, O82 1.472, O83 1.278
82 O -13.685 -9.305 -0.855  C81 1.472
83 O -14.664 -11.422 -0.115  C81 1.278, C84 1.366
84 C -13.779 -11.332 0.922  O83 1.366, H88 1.094, H89 1.081, H90 1.059
85 H -15.838 -8.280 -1.801  C79 1.012
86 H -17.013 -8.978 -2.624  C79 1.090
87 H -15.325 -9.319 -3.127  C79 1.077
88 H -13.861 -10.488 1.612  C84 1.094
89 H -12.792 -11.226 0.495  C84 1.081
90 H -13.775 -12.262 1.428  C84 1.059
91 C -20.870 -3.237 -6.726  O92 1.430, H97 1.059, H98 1.125, H99 1.158
92 O -20.662 -4.351 -5.855  C91 1.430, C93 1.327
93 C -20.400 -5.531 -6.401  O92 1.327, O94 1.433, O95 1.347
94 O -20.268 -5.672 -7.821  C93 1.433
95 O -20.099 -6.473 -5.486  C93 1.347, C96 1.379
96 C -19.983 -7.806 -5.814  O95 1.379, H100 1.167, H101 1.041, H102 1.092
97 H -20.169 -2.919 -7.453  C91 1.059
98 H -21.087 -2.320 -6.113  C91 1.125
99 H -21.848 -3.527 -7.274  C91 1.158
100 H -20.732 -8.401 -5.145  C96 1.167
101 H -19.079 -8.073 -5.371  C96 1.041
102 H -19.922 -8.181 -6.837  C96 1.092
103 C -21.272 -3.032 2.028  O104 1.411, H109 1.096, H110 1.034, H111 1.097
104 O -20.955 -3.101 3.401  C103 1.411, C105 1.326
105 C -20.818 -4.287 3.978  O104 1.326, O106 1.440, O107 1.285
106 O -20.658 -5.538 3.282  C105 1.440
107 O -20.811 -4.257 5.263  C105 1.285, C108 1.404
108 C -20.393 -5.402 5.960  O107 1.404, H112 1.095, H113 1.138, H114 1.123
109 H -22.315 -3.367 1.993  C103 1.096
110 H -20.642 -3.560 1.401  C103 1.034
111 H -21.342 -1.966 1.778  C103 1.097
112 H -21.214 -6.112 5.821  C108 1.095
113 H -20.265 -5.288 7.084  C108 1.138
114 H -19.576 -5.973 5.443  C108 1.123

* highest occupied orbital energy: -9.83 eV
* lowest unoccupied orbital energy: -0.45 eV



(ii)
This record from OMol25 describes a 9-piece molecular cluster, C33H54O27 overall. The level of theory is ωB97M-V with the def2-TZVPD basis set.

Each atom is followed by the atoms it is bonded to, with distances in Å.
Element x y z (Å)
1 C 0.443 -3.046 -1.313  C2 1.495, H8 1.095, H9 1.105, H10 1.067
2 C -0.727 -3.595 -2.065  C1 1.495, C3 1.556, O7 1.351, H11 1.098
3 C -0.630 -3.469 -3.613  C2 1.556, O4 1.417, H12 1.140, H13 1.091
4 O -0.163 -4.773 -3.912  C3 1.417, C5 1.345
5 C -0.372 -5.548 -2.833  O4 1.345, O6 1.206, O7 1.260
6 O -0.208 -6.742 -2.803  C5 1.206
7 O -0.751 -4.921 -1.808  C2 1.351, C5 1.260
8 H 0.575 -1.978 -1.513  C1 1.095
9 H 1.334 -3.602 -1.657  C1 1.105
10 H 0.397 -3.302 -0.278  C1 1.067
11 H -1.687 -3.164 -1.750  C2 1.098
12 H 0.171 -2.732 -3.951  C3 1.140
13 H -1.558 -3.269 -4.151  C3 1.091
14 C 2.090 -0.448 -4.085  C15 1.550, H21 1.081, H22 1.146, H23 1.095
15 C 3.535 -0.137 -3.619  C14 1.550, C16 1.567, O20 1.438, H24 1.113
16 C 4.064 1.215 -4.208  C15 1.567, O17 1.410, H25 1.085, H26 1.065
17 O 4.336 2.047 -3.103  C16 1.410, C18 1.234
18 C 4.111 1.477 -2.032  O17 1.234, O19 1.195, O20 1.372
19 O 4.266 1.987 -0.962  C18 1.195
20 O 3.649 0.200 -2.226  C15 1.438, C18 1.372
21 H 1.899 -1.440 -3.700  C14 1.081
22 H 1.859 -0.362 -5.204  C14 1.146
23 H 1.346 0.126 -3.523  C14 1.095
24 H 4.180 -1.003 -3.887  C15 1.113
25 H 3.254 1.745 -4.699  C16 1.085
26 H 4.899 1.083 -4.856  C16 1.065
27 C -2.094 1.147 5.464  C28 1.520, H34 1.062, H35 1.107, H36 1.111
28 C -3.496 0.809 5.945  C27 1.520, C29 1.540, O33 1.428, H37 1.089
29 C -4.584 1.624 5.222  C28 1.540, O30 1.455, H38 1.055, H39 1.065
30 O -5.415 0.663 4.513  C29 1.455, C31 1.285
31 C -4.998 -0.526 4.767  O30 1.285, O32 1.231, O33 1.398
32 O -5.592 -1.490 4.284  C31 1.231
33 O -3.799 -0.508 5.485  C28 1.428, C31 1.398
34 H -1.754 2.108 5.761  C27 1.062
35 H -2.084 1.149 4.357  C27 1.107
36 H -1.336 0.400 5.782  C27 1.111
37 H -3.549 0.899 7.029  C28 1.089
38 H -4.213 2.334 4.535  C29 1.055
39 H -5.195 2.243 5.836  C29 1.065
40 C 2.548 -3.745 1.382  C41 1.569, H47 1.054, H48 1.059, H49 1.083
41 C 3.719 -2.705 1.287  C40 1.569, C42 1.524, O46 1.358, H50 1.124
42 C 3.425 -1.438 0.493  C41 1.524, O43 1.411, H51 1.130, H52 1.093
43 O 3.436 -0.321 1.355  C42 1.411, C44 1.342
44 C 3.723 -0.839 2.559  O43 1.342, O45 1.226, O46 1.373
45 O 3.719 -0.158 3.578  C44 1.226
46 O 3.917 -2.198 2.531  C41 1.358, C44 1.373
47 H 2.437 -4.213 0.444  C40 1.054
48 H 1.658 -3.364 1.810  C40 1.059
49 H 2.854 -4.522 2.071  C40 1.083
50 H 4.682 -3.173 0.945  C41 1.124
51 H 2.409 -1.527 0.006  C42 1.130
52 H 4.119 -1.273 -0.335  C42 1.093
53 C -2.924 -2.945 2.302  C54 1.502, H60 1.096, H61 1.036, H62 1.099
54 C -3.567 -1.783 1.600  C53 1.502, C55 1.545, O59 1.390, H63 1.109
55 C -3.088 -0.352 1.930  C54 1.545, O56 1.415, H64 1.091, H65 1.072
56 O -2.630 0.139 0.685  C55 1.415, C57 1.282
57 C -2.788 -0.742 -0.233  O56 1.282, O58 1.237, O59 1.319
58 O -2.552 -0.484 -1.420  C57 1.237
59 O -3.252 -1.878 0.250  C54 1.390, C57 1.319
60 H -1.902 -2.935 1.905  C53 1.096
61 H -3.310 -3.825 1.914  C53 1.036
62 H -2.977 -2.895 3.399  C53 1.099
63 H -4.675 -1.742 1.594  C54 1.109
64 H -2.333 -0.365 2.718  C55 1.091
65 H -3.892 0.148 2.433  C55 1.072
66 C 3.064 2.781 2.039  C67 1.472, H73 1.059, H74 1.115, H75 1.092
67 C 1.920 3.456 2.673  C66 1.472, C68 1.516, O72 1.399, H76 1.073
68 C 1.464 2.633 3.862  C67 1.516, O69 1.385, H77 1.067, H78 1.081
69 O 1.685 3.510 4.911  C68 1.385, C70 1.291
70 C 2.137 4.646 4.497  O69 1.291, O71 1.269, O72 1.290
71 O 2.321 5.646 5.256  C70 1.269
72 O 2.383 4.653 3.231  C67 1.399, C70 1.290
73 H 2.816 1.981 1.391  C66 1.059
74 H 3.878 2.508 2.751  C66 1.115
75 H 3.537 3.576 1.458  C66 1.092
76 H 1.114 3.596 1.979  C67 1.073
77 H 2.057 1.790 4.137  C68 1.067
78 H 0.440 2.287 3.847  C68 1.081
79 C 0.139 -1.343 3.709  O80 1.444, H85 1.050, H86 1.076, H87 1.078
80 O 0.086 -0.089 2.994  C79 1.444, C81 1.378
81 C 0.208 -0.154 1.623  O80 1.378, O82 1.359, O83 1.311
82 O 0.051 -1.332 0.964  C81 1.359
83 O 0.461 0.981 1.017  C81 1.311, C84 1.381
84 C 0.841 1.028 -0.310  O83 1.381, H88 1.113, H89 1.078, H90 1.065
85 H 1.006 -1.842 3.389  C79 1.050
86 H -0.710 -1.971 3.503  C79 1.076
87 H 0.207 -1.154 4.768  C79 1.078
88 H 1.591 0.269 -0.628  C84 1.113
89 H 1.219 2.019 -0.503  C84 1.078
90 H -0.034 0.794 -0.870  C84 1.065
91 C -0.320 -1.062 -8.810  O92 1.398, H97 1.112, H98 1.026, H99 1.051
92 O -0.350 -1.191 -7.418  C91 1.398, C93 1.279
93 C -1.092 -0.542 -6.603  O92 1.279, O94 1.414, O95 1.353
94 O -2.198 0.181 -7.106  C93 1.414
95 O -0.808 -0.728 -5.293  C93 1.353, C96 1.419
96 C -1.491 0.036 -4.312  O95 1.419, H100 1.121, H101 1.074, H102 1.070
97 H 0.487 -1.717 -9.204  C91 1.112
98 H 0.043 -0.141 -9.078  C91 1.026
99 H -1.283 -1.329 -9.137  C91 1.051
100 H -0.871 -0.035 -3.381  C96 1.121
101 H -2.497 -0.300 -4.145  C96 1.074
102 H -1.597 1.036 -4.678  C96 1.070
103 C -3.125 2.639 -1.772  O104 1.375, H109 1.088, H110 1.086, H111 1.138
104 O -1.800 2.746 -1.422  C103 1.375, C105 1.348
105 C -1.322 3.917 -0.957  O104 1.348, O106 1.391, O107 1.325
106 O -2.125 5.041 -0.794  C105 1.391
107 O -0.029 3.961 -0.673  C105 1.325, C108 1.409
108 C 0.468 5.136 -0.074  O107 1.409, H112 1.126, H113 1.062, H114 1.097
109 H -3.245 1.728 -2.355  C103 1.088
110 H -3.607 3.488 -2.247  C103 1.086
111 H -3.738 2.326 -0.866  C103 1.138
112 H 0.282 6.009 -0.760  C108 1.126
113 H 1.495 4.996 0.156  C108 1.062
114 H -0.115 5.452 0.800  C108 1.097

* highest occupied orbital energy: -10.09 eV
* lowest unoccupied orbital energy: 0.01 eV



How far above the most stable structure does each one sit? In eV: (i) 4.795; (ii) 0.000.